ORCA calculation (ωB97M-V with the def2-TZVPD basis set) on C27H57F6MnN6O15S6 as an isolated structure at a distorted geometry.

Values from the calculation:
LUMO level (alpha / beta) ... 0.032 / 0.027 Eh
HOMO (alpha / beta) ... -6.0 / -6.0 eV
Calculated total energy ... -181204.2357 eV
Energy relative to the best compared isomer or geometry (same formula, charge and spin) ... 52.3 kcal per mole
Frontier orbital gap (alpha / beta) ... 6.853 / 6.726 eV
M ... 1067.108 g/mol

Structure (ORCA input):
```
! RIJCOSX wB97M-V def2-TZVPD def2/J DEFGRID3
* xyz -1 6
Mn -7.86 6.35 8.27
N -9.12 7.12 9.52
S -9.76 6.71 10.93
O -10.98 5.91 11.02
O -9.46 7.56 12.07
F -8.69 5.46 11.18
S -10.31 8.46 9.50
O -9.80 9.77 9.69
O -11.71 8.18 9.68
F -10.35 8.59 7.84
N -8.32 4.39 8.03
S -9.89 3.70 8.07
O -10.13 2.70 9.09
O -10.59 3.83 6.75
F -10.58 4.99 8.60
S -7.74 2.98 7.67
O -8.12 2.34 6.44
O -7.31 2.20 8.82
F -6.37 3.68 7.23
N -9.26 4.97 4.36
S -9.02 6.57 4.85
O -8.77 7.63 3.88
O -8.44 6.72 6.23
F -10.57 6.74 5.18
S -7.81 4.96 3.85
O -6.74 5.07 4.87
O -7.59 5.48 2.51
F -7.69 3.36 3.71
C -13.14 5.45 6.62
C -13.68 5.65 5.19
C -13.55 7.13 4.76
C -13.85 7.44 3.34
C -12.96 6.51 2.51
C -13.07 5.04 2.80
N -12.93 4.69 4.25
O -13.09 3.35 4.53
C -14.30 4.49 2.15
C -11.96 4.33 2.00
C -15.22 5.33 5.25
H -13.49 6.13 7.40
H -12.09 5.69 6.74
H -13.24 4.45 7.04
H -14.05 7.86 5.40
H -12.56 7.58 4.82
H -13.52 8.46 3.16
H -14.89 7.26 3.07
H -11.90 6.79 2.50
H -13.37 6.65 1.51
H -14.36 4.45 1.06
H -14.66 3.57 2.59
H -15.12 5.17 2.39
H -10.95 4.66 2.27
H -12.01 3.24 2.00
H -11.90 4.60 0.94
H -15.46 4.36 5.67
H -15.73 5.63 4.33
H -15.77 5.95 5.95
H -14.01 3.13 4.33
C -3.51 6.95 9.45
C -5.05 7.02 9.80
C -5.27 7.91 11.06
C -5.20 9.37 10.76
C -6.23 9.70 9.64
C -5.85 8.88 8.30
N -5.87 7.47 8.60
O -5.80 6.64 7.45
C -7.10 9.31 7.42
C -4.55 9.36 7.67
C -5.38 5.55 10.21
H -2.95 7.84 9.74
H -3.30 6.55 8.46
H -3.02 6.33 10.20
H -6.14 7.55 11.60
H -4.49 7.76 11.81
H -4.22 9.77 10.51
H -5.56 9.89 11.65
H -5.99 10.70 9.29
H -7.25 9.71 10.01
H -7.13 9.11 6.35
H -8.00 8.88 7.86
H -7.37 10.36 7.52
H -4.32 8.72 6.82
H -4.69 10.37 7.29
H -3.71 9.44 8.36
H -5.03 4.86 9.44
H -6.44 5.42 10.45
H -4.86 5.11 11.06
H -4.88 6.66 7.19
C -1.94 -0.07 11.78
C -2.83 1.23 11.69
C -1.86 2.46 11.77
C -1.02 2.66 10.56
C -1.90 2.85 9.35
C -2.86 1.67 9.13
N -3.52 1.33 10.42
O -4.47 0.32 10.24
C -3.87 2.27 8.06
C -2.12 0.51 8.52
C -3.84 1.39 12.85
H -1.04 -0.02 11.17
H -2.45 -0.96 11.42
H -1.71 -0.36 12.81
H -2.36 3.40 12.01
H -1.25 2.28 12.66
H -0.29 1.89 10.34
H -0.38 3.52 10.76
H -1.34 3.11 8.45
H -2.44 3.75 9.63
H -3.34 2.56 7.15
H -4.75 1.68 7.82
H -4.40 3.14 8.43
H -2.71 -0.41 8.62
H -2.02 0.71 7.45
H -1.14 0.36 8.97
H -4.52 0.55 13.01
H -4.55 2.20 12.65
H -3.40 1.65 13.81
H -5.25 0.88 10.22
*
```

Mulliken atomic charge list, values in e, 2 entries: Mn 1.98; N 0.23


ORCA calculation (ωB97M-V with the def2-TZVPD basis set) on one molecule with the formula C4H7N3O at a distorted geometry.

Values from the calculation:
LUMO level (alpha / beta) ... 0.008 / -0.007 Eh
HOMO (alpha / beta) ... -7.2 / -7.9 eV
SMILES string ... COc1ncc(N)[nH]1
Calculated total energy ... -10775.1886 eV
Energy relative to the best compared isomer or geometry (same formula, charge and spin) ... 105.1 kcal per mole
Frontier orbital gap (alpha / beta) ... 7.367 / 7.714 eV
M ... 113.120 g/mol

Structure (ORCA input):
```
! RIJCOSX wB97M-V def2-TZVPD def2/J DEFGRID3
* xyz 0 1
C 2.39 -0.25 -0.49
O 1.54 0.78 -0.06
C 0.49 0.70 1.17
N 0.22 -0.58 1.57
C -0.80 -0.99 0.82
C -1.26 0.08 0.02
N -2.33 0.12 -0.83
N -0.65 1.19 0.53
H 2.11 -1.23 -0.11
H 3.41 -0.02 -0.16
H 2.43 -0.25 -1.58
H -1.26 -1.95 0.95
H -2.88 -0.71 -0.87
H -2.74 1.03 -1.03
H -0.68 2.09 0.08
*
```

Mulliken atomic charge list, values in e, 2 entries: C -0.61; O -0.32


ORCA calculation (ωB97M-V with the def2-TZVPD basis set) on C9H9Cl5CuGeN2O4 as an isolated structure at a distorted geometry.

Values from the calculation:
LUMO level ... -0.135 Eh
HOMO ... -11.9 eV
Calculated total energy ... -184414.8828 eV
Energy relative to the best compared isomer or geometry (same formula, charge and spin) ... 0.0 kcal per mole
Frontier orbital gap ... 8.174 eV
M ... 522.602 g/mol

Structure (ORCA input):
```
! RIJCOSX wB97M-V def2-TZVPD def2/J DEFGRID3
* xyz 1 1
Cu 0.65 0.69 -0.04
C 3.98 0.36 3.87
O 2.61 0.39 3.48
C 2.25 0.40 2.21
O 1.06 0.41 1.92
N 3.23 0.39 1.27
N 2.87 0.41 -0.07
H 3.97 0.33 4.96
H 4.51 1.25 3.54
H 4.47 -0.55 3.50
H 4.21 0.40 1.52
H 3.15 -0.44 -0.54
H 3.27 1.21 -0.55
Cl -6.15 -0.85 0.06
C -4.49 -0.76 -0.39
C -3.80 -1.91 -0.72
C -2.47 -1.83 -1.10
Cl -1.63 -3.25 -1.59
C -1.80 -0.61 -1.12
O -0.49 -0.54 -1.50
C -2.51 0.55 -0.76
C -1.87 1.86 -0.70
O -0.66 2.07 -0.68
C -3.85 0.47 -0.41
H -4.29 -2.87 -0.70
H -2.55 2.73 -0.65
H -4.39 1.37 -0.15
Cl 1.38 1.15 -3.26
Ge 0.02 -0.47 -3.27
Cl -1.73 -0.14 -4.38
Cl 1.05 -2.23 -3.75
*
```

Mulliken atomic charge list, values in e, 2 entries: Cu 0.45; C -0.83


ORCA calculation (ωB97M-V with the def2-TZVPD basis set) on a 2-piece molecular cluster, C2H8NOS overall.

Values from the calculation:
LUMO level ... 0.156 Eh
HOMO ... -2.7 eV
Calculated total energy ... -16577.5596 eV
Energy relative to the best compared isomer or geometry (same formula, charge and spin) ... 6.2 kcal per mole
Frontier orbital gap ... 6.925 eV
M ... 94.159 g/mol

Structure (ORCA input):
```
! RIJCOSX wB97M-V def2-TZVPD def2/J DEFGRID3
* xyz -1 1
C -1.21 0.24 -1.01
C 0.20 -0.24 -0.71
S 1.34 1.02 -0.10
N -1.90 0.85 0.13
H -1.20 0.95 -1.83
H -1.76 -0.64 -1.38
H 0.11 -1.07 0.01
H 0.55 -0.69 -1.63
H -2.88 0.58 0.12
H -1.52 0.46 0.99
H 2.36 -0.35 1.13
H 3.03 -0.22 2.48
O 2.88 -0.89 1.80
*
```

Mulliken atomic charge list, values in e, 2 entries: C -0.45; C -0.80


ORCA calculation (ωB97M-V with the def2-TZVPD basis set) on C19H24N2O9RuSSi as an isolated structure at a distorted geometry.

Values from the calculation:
LUMO level (alpha / beta) ... 0.063 / 0.064 Eh
HOMO (alpha / beta) ... -5.3 / -5.0 eV
Calculated total energy ... -62794.8006 eV
Energy relative to the best compared isomer or geometry (same formula, charge and spin) ... 50.3 kcal per mole
Frontier orbital gap (alpha / beta) ... 7.071 / 6.702 eV
M ... 585.629 g/mol

Structure (ORCA input):
```
! RIJCOSX wB97M-V def2-TZVPD def2/J DEFGRID3
* xyz -1 2
Ru 0.13 0.48 -0.21
O 1.07 2.11 0.99
C 0.46 3.10 1.42
C -0.90 3.46 1.27
C -1.33 4.65 1.86
C -2.64 5.05 1.80
C -3.61 4.25 1.16
C -3.22 3.08 0.56
C -1.87 2.65 0.57
O -1.57 1.58 -0.04
N -3.03 6.29 2.41
O -4.21 6.62 2.35
O -2.19 6.96 2.97
H 1.07 3.80 2.02
H -0.60 5.28 2.37
H -4.64 4.57 1.15
H -3.94 2.45 0.05
O 2.75 -2.21 0.34
S 1.85 -1.68 -0.66
O 2.08 -2.17 -2.00
O 0.42 -1.84 -0.23
O 2.00 -0.14 -0.69
C -0.07 -0.96 5.36
N -0.70 -0.96 4.05
C -2.15 -1.13 3.95
C -0.05 -0.61 2.91
C 1.44 -0.55 2.95
O -0.74 -0.39 1.90
H -0.83 -1.04 6.12
H 0.48 -0.03 5.53
H 0.62 -1.80 5.47
H -2.53 -1.59 4.86
H -2.37 -1.76 3.09
H -2.65 -0.17 3.78
H 1.87 -0.86 3.90
H 1.77 0.46 2.71
H 1.83 -1.20 2.17
C 0.90 0.46 -3.65
Si -0.35 -0.31 -2.44
C -2.03 0.58 -2.75
C -0.75 -2.09 -2.96
C -0.18 -2.66 -4.10
C -0.48 -3.96 -4.47
C -1.35 -4.72 -3.70
C -1.91 -4.17 -2.56
C -1.62 -2.87 -2.20
H 0.47 0.52 -4.65
H 1.80 -0.15 -3.67
H 1.17 1.47 -3.34
H -2.32 0.40 -3.79
H -1.97 1.65 -2.58
H -2.82 0.18 -2.11
H 0.52 -2.09 -4.69
H -0.02 -4.39 -5.35
H -1.58 -5.74 -3.99
H -2.58 -4.77 -1.95
H -2.04 -2.45 -1.29
*
```

Mulliken atomic charge list, values in e, 2 entries: Ru 1.48; O -0.66